The following is a DFT calculation (the ωB97M-V functional and the def2-TZVPD basis) of an isolated ion of composition C5H15N2 and charge +1 at a distorted geometry.

```
22
Properties=species:S:1:pos:R:3:nbo_charge:R:1
C -0.371 2.693 0.478 -0.6170
C -0.457 1.917 -0.835 -0.2204
N 0.309 0.644 -0.801 -0.6646
C -0.338 -0.530 -1.375 -0.2474
C -0.549 -1.658 -0.310 -0.2414
N 0.074 -1.235 0.979 -0.5322
C 1.300 -1.983 1.361 -0.4178
H -1.303 3.229 0.597 0.2305
H 0.406 3.452 0.393 0.2240
H -0.166 2.057 1.333 0.1967
H -0.252 2.546 -1.705 0.2103
H -1.493 1.642 -0.958 0.1879
H 1.211 0.789 -1.235 0.3944
H -1.305 -0.248 -1.784 0.2197
H 0.195 -0.911 -2.233 0.2222
H -0.131 -2.599 -0.617 0.2297
H -1.620 -1.759 -0.130 0.2289
H -0.623 -1.338 1.712 0.4313
H 0.319 -0.227 0.794 0.4655
H 1.656 -1.615 2.318 0.2385
H 2.060 -1.827 0.594 0.2300
H 1.076 -3.039 1.424 0.2314
```

Values from the calculation:
**LUMO**: -3.0 eV
**E_tot**: -8401.83878 eV
**HOMO**: -13.82 eV
**F_max**: 0.024 hartree/bohr
**Frontier orbital gap**: 10.86 eV
**Charge**: +1